# C22H21NO5

The molecule C22H21NO5 at a distorted geometry (ωB97M-V with the def2-TZVPD basis set, the OMol25 dataset).

As for the total charge: 0. Its relative energy (zero: lowest compared OMol25 entry of this formula, charge and spin) is 0.0 kJ/mol. The calculation puts the largest force on an atom at 1.290 eV/Å. As for the HOMO-LUMO gap: 8.64 eV. The lowest unoccupied orbital energy is 0.1796 eV. Its SMILES is COC(=O)c1ccccc1NC(=O)c1ccc(COc2ccc(C)c(C)c2)o1.

CARTESIAN COORDINATES (ANGSTROEM)
C (-1.97, -3.01, -2.17)
H (-0.97, -3.19, -1.77)
H (-2.60, -3.88, -2.02)
H (-1.89, -2.78, -3.23)
O (-2.59, -1.94, -1.47)
C (-1.82, -0.86, -1.25)
O (-0.66, -0.82, -1.60)
C (-2.55, 0.21, -0.54)
C (-3.91, 0.05, -0.26)
C (-4.62, 1.04, 0.38)
C (-3.99, 2.22, 0.74)
C (-2.65, 2.41, 0.47)
C (-1.90, 1.41, -0.17)
N (-0.56, 1.55, -0.41)
C (0.28, 2.60, -0.13)
O (-0.06, 3.68, 0.31)
C (1.68, 2.24, -0.36)
C (2.84, 2.93, -0.12)
C (3.90, 2.04, -0.37)
C (3.32, 0.86, -0.76)
O (1.98, 0.99, -0.77)
C (3.87, -0.50, -1.02)
O (3.79, -1.31, 0.15)
C (2.50, -1.65, 0.53)
C (1.93, -2.82, 0.06)
C (0.66, -3.18, 0.47)
C (-0.08, -2.36, 1.32)
C (0.49, -1.17, 1.78)
C (1.78, -0.84, 1.40)
H (2.24, 0.06, 1.78)
C (-0.27, -0.27, 2.70)
H (0.29, 0.64, 2.90)
H (-0.48, -0.76, 3.64)
H (-1.23, 0.01, 2.25)
C (-1.46, -2.76, 1.75)
H (-2.19, -2.01, 1.45)
H (-1.74, -3.72, 1.30)
H (-1.51, -2.86, 2.83)
H (0.23, -4.11, 0.13)
H (2.49, -3.46, -0.62)
H (4.94, -0.44, -1.26)
H (3.33, -0.98, -1.84)
H (4.95, 2.23, -0.27)
H (2.91, 3.95, 0.22)
H (-0.13, 0.73, -0.85)
H (-2.15, 3.32, 0.75)
H (-4.54, 3.01, 1.23)
H (-5.67, 0.90, 0.59)
H (-4.39, -0.87, -0.55)